DFT (ωB97M-V/def2-TZVPD) results for an isolated molecule of C13H10BrNO2.

Each line ends with the natural charge from an NBO analysis.
Geometry (Å):
O 1.917 0.965 -1.576  -0.584
C 2.403 0.832 -0.480  0.784
O 1.977 1.488 0.606  -0.503
C 0.863 2.364 0.417  -0.109
C -0.422 1.588 0.297  0.017
C -1.146 1.582 -0.887  -0.198
C -2.309 0.841 -0.995  -0.238
C -2.738 0.098 0.091  -0.072
Br -4.340 -0.922 -0.048  0.053
C -2.025 0.081 1.278  -0.228
C -0.866 0.829 1.374  -0.217
C 3.551 -0.066 -0.182  -0.132
C 4.117 -0.798 -1.222  -0.208
C 5.188 -1.629 -0.931  0.033
N 5.695 -1.759 0.283  -0.398
C 5.155 -1.063 1.268  0.032
C 4.082 -0.201 1.098  -0.216
H 0.857 3.003 1.303  0.205
H 1.029 2.967 -0.482  0.207
H -0.795 2.149 -1.735  0.225
H -2.873 0.836 -1.915  0.230
H -2.371 -0.507 2.113  0.229
H -0.298 0.820 2.292  0.218
H 3.719 -0.707 -2.220  0.242
H 5.665 -2.219 -1.702  0.197
H 5.607 -1.205 2.241  0.195
H 3.670 0.351 1.926  0.235

Results
- SMILES string = O=C(OCc1ccc(Br)cc1)c1ccncc1
- HOMO-LUMO gap (eV) = 9.27
- max |F| (hartree/bohr) = 0.0103
- E_LUMO (Eh) = 0.0017


DFT (ωB97M-V/def2-TZVPD) results for an isolated molecule of C2H2INO2.

Each line ends with the natural charge from an NBO analysis.
Geometry (Å):
O -1.989 0.787 1.091  -0.450
C -0.813 0.791 0.991  0.555
N -0.062 -0.256 0.134  -0.011
O 1.128 0.146 -0.033  -0.527
C -0.431 -1.406 -0.443  -0.199
I -2.261 -2.325 -0.373  0.218
H -0.067 1.470 1.393  0.176
H 0.368 -1.857 -1.013  0.238

Results
- energy relative to the best compared isomer or geometry (same formula, charge and spin) (eV) = 3.425
- SMILES string = O=C/[N+]([O-])=C\I
- HOMO-LUMO gap (spin up / spin down) (eV) = 8.12 / 8.12
- max |F| (hartree/bohr) = 0.0454
- E_LUMO (spin up / spin down) (Eh) = -0.0235 / -0.0235


DFT (ωB97M-V/def2-TZVPD) results for a structure of composition C31H46CoN5O6S2Si4Te.

Each line ends with the Löwdin charge.
Geometry (Å):
Co 0.995 1.680 2.940  0.682
C 1.271 1.283 5.946  -0.102
N 0.562 2.236 5.090  -0.110
C -0.860 2.356 5.272  -0.124
C -1.439 2.640 3.907  -0.217
N -0.686 2.566 2.782  0.060
C -1.430 2.976 1.718  -0.194
C -1.111 3.120 0.346  0.031
C -2.195 3.151 -0.590  -0.051
C -3.529 3.023 -0.092  -0.073
C -3.817 3.106 1.285  -0.031
C -2.779 3.137 2.166  -0.167
N -2.719 2.985 3.586  0.169
C 1.660 0.085 5.146  -0.277
N 1.078 -0.190 3.941  0.117
C 1.729 -1.386 3.458  -0.200
C 1.408 -2.173 2.374  -0.009
C 1.936 -3.485 2.385  -0.048
C 2.946 -3.804 3.340  -0.085
C 3.255 -3.027 4.470  -0.007
C 2.628 -1.771 4.465  -0.167
N 2.625 -0.777 5.464  0.189
H 0.636 1.079 6.856  0.142
H 2.174 1.790 6.337  0.144
H 0.931 3.189 5.081  0.141
H -1.104 3.155 5.992  0.132
H -1.392 1.465 5.754  0.157
H -0.057 3.043 0.053  0.113
H -1.936 3.362 -1.613  0.097
H -4.311 2.980 -0.771  0.075
H -4.881 3.030 1.573  0.120
H -3.497 3.278 4.185  0.175
H 0.721 -1.750 1.638  0.098
H 1.797 -4.198 1.594  0.095
H 3.353 -4.813 3.145  0.106
H 3.927 -3.486 5.214  0.114
H 3.177 -0.793 6.282  0.158
O 4.007 4.614 3.639  -0.297
S 3.041 3.967 2.809  0.507
O 2.769 2.552 3.333  -0.412
O 1.780 4.627 2.483  -0.324
C 4.028 3.589 1.360  -0.191
C 4.876 4.637 0.869  -0.059
C 5.653 4.423 -0.217  -0.091
C 5.809 3.144 -0.786  -0.053
C 4.943 2.151 -0.388  -0.087
C 3.935 2.404 0.559  -0.174
S 2.811 0.937 0.509  0.541
O 3.593 -0.102 1.239  -0.318
O 2.646 0.717 -0.920  -0.577
O 1.440 1.193 1.170  -0.453
H 4.900 5.594 1.354  0.112
H 6.160 5.217 -0.679  0.090
H 6.588 3.008 -1.564  0.119
H 4.993 1.196 -0.886  0.109
C -1.390 0.647 -5.581  -0.216
Si -2.510 -0.236 -4.321  0.348
C -3.318 1.227 -3.335  -0.206
C -3.614 -1.387 -5.226  -0.257
Si -1.220 -1.648 -2.975  -0.055
Te 0.492 -0.493 -1.793  0.791
Si -2.571 -2.366 -0.998  0.425
C -3.287 -0.862 -0.118  -0.220
C -3.932 -3.381 -1.979  -0.222
C -1.745 -3.482 0.287  -0.213
Si -0.350 -3.372 -4.341  0.376
C -0.477 -2.881 -6.160  -0.212
C -0.862 -5.160 -4.023  -0.225
C 1.537 -3.330 -3.872  -0.275
H -1.559 1.719 -5.573  0.014
H -1.557 0.238 -6.581  0.021
H -0.333 0.557 -5.278  0.022
H -3.260 2.214 -3.790  0.026
H -2.814 1.319 -2.388  -0.028
H -4.355 1.028 -3.126  0.013
H -3.617 -2.458 -4.839  0.031
H -3.355 -1.405 -6.335  0.046
H -4.648 -1.047 -5.158  0.021
H -4.004 -0.329 -0.729  0.015
H -2.536 -0.121 0.110  0.007
H -3.853 -1.181 0.757  0.030
H -3.558 -3.604 -2.987  -0.030
H -4.905 -2.888 -2.006  0.021
H -3.992 -4.356 -1.415  0.033
H -1.249 -2.872 1.044  0.003
H -1.058 -4.270 -0.027  0.030
H -2.596 -3.919 0.838  0.032
H -1.452 -2.557 -6.436  -0.018
H -0.234 -3.732 -6.790  0.026
H 0.302 -2.144 -6.412  0.042
H -1.853 -5.078 -3.440  0.024
H -0.108 -5.718 -3.399  0.042
H -1.044 -5.700 -4.955  0.016
H 1.923 -2.303 -3.987  -0.004
H 2.143 -4.032 -4.447  0.019
H 1.781 -3.564 -2.824  0.016

Results
- HOMO-LUMO gap (spin up / spin down) (eV) = 6.89 / 5.77
- max |F| (hartree/bohr) = 0.0590
- spin multiplicity = 5
- E_LUMO (spin up / spin down) (Eh) = -0.0033 / -0.0363
- ⟨S²⟩ = 6.011